81
Properties=species:S:1:pos:R:3:lowdin_charge:R:1 method="wB97M-V/def2-TZVPD" fmax_ev_per_a=2.23 total_energy_ha=-9613.93799 gap_ev="4.94 / 4.93" e_lumo_ev="-8.013 / -8.019" total_charge=+2 de_lowest_kj_mol=168.38
Au -0.566 -0.544 -2.525 0.350
C -2.983 -0.494 0.194 -0.305
As -1.287 0.338 0.657 1.091
C -1.523 0.359 2.585 -0.266
C -1.682 2.217 0.142 -0.259
C -0.717 3.011 -0.772 -0.654
C 0.691 2.402 -0.813 -0.097
C -1.290 3.051 -2.206 -0.309
As -1.870 1.373 -3.044 1.008
C -3.800 1.415 -2.915 -0.263
C -1.621 1.816 -4.912 -0.282
C -0.660 4.476 -0.290 -0.377
As 0.288 5.097 1.347 1.161
C 2.159 4.874 0.804 -0.339
C 0.173 3.573 2.586 -0.351
H -3.791 0.066 0.667 0.053
H -2.984 -1.513 0.573 0.021
H -3.130 -0.520 -0.884 -0.006
H -2.312 1.064 2.844 0.052
H -0.610 0.617 3.117 0.026
H -1.828 -0.647 2.871 0.022
H -1.787 2.715 1.105 0.063
H -2.673 2.149 -0.309 0.062
H 0.690 1.460 -1.367 0.018
H 1.055 2.188 0.192 0.048
H 1.390 3.086 -1.294 0.095
H -0.548 3.470 -2.886 0.091
H -2.166 3.701 -2.231 0.096
H -4.169 2.191 -3.581 0.047
H -4.135 1.620 -1.901 0.024
H -4.209 0.456 -3.230 0.043
H -2.144 2.741 -5.147 0.046
H -2.024 1.018 -5.532 0.036
H -0.562 1.940 -5.128 0.028
H -1.683 4.843 -0.167 0.070
H -0.211 5.094 -1.074 0.076
H 2.310 5.327 -0.176 0.025
H 2.474 3.831 0.779 0.005
H 2.780 5.410 1.520 0.022
H -0.830 3.510 3.008 0.018
H 0.868 3.770 3.402 0.031
H 0.440 2.624 2.118 -0.018
C 2.889 -2.503 -6.985 0.013
C 2.668 -2.799 -5.549 -0.304
N 3.275 -3.690 -4.848 0.160
N 2.703 -3.598 -3.610 0.047
C 1.756 -2.672 -3.514 -0.683
S 0.879 -2.371 -2.081 0.503
N 1.716 -2.144 -4.763 -0.089
N 0.899 -1.095 -5.148 0.097
H 3.674 -3.157 -7.356 0.100
H 3.197 -1.469 -7.140 0.091
H 1.981 -2.690 -7.561 0.095
H 3.007 -4.209 -2.869 0.169
H 0.243 -1.409 -5.853 0.115
H 1.467 -0.347 -5.526 0.111
S 1.671 -4.416 1.407 0.374
P 0.689 -2.900 2.229 0.127
S -0.184 -2.075 0.580 0.318
C 1.787 -1.759 3.071 -0.399
C 2.090 -0.510 2.538 -0.113
C 2.986 0.314 3.204 -0.066
C 3.575 -0.112 4.388 -0.049
C 3.275 -1.362 4.915 -0.044
C 2.384 -2.194 4.256 -0.079
C -0.562 -3.437 3.399 -0.401
C -0.889 -2.635 4.493 -0.104
C -1.914 -3.029 5.342 -0.058
C -2.603 -4.210 5.099 -0.050
C -2.272 -5.008 4.011 -0.052
C -1.250 -4.625 3.157 -0.093
H 1.635 -0.199 1.608 0.058
H 3.238 1.285 2.795 0.106
H 4.278 0.535 4.898 0.117
H 3.738 -1.691 5.835 0.119
H 2.152 -3.172 4.664 0.123
H -0.343 -1.720 4.686 0.103
H -2.170 -2.417 6.197 0.115
H -3.397 -4.512 5.770 0.117
H -2.805 -5.932 3.830 0.117
H -0.985 -5.241 2.306 0.090



83
Properties=species:S:1:pos:R:3:lowdin_charge:R:1 method="wB97M-V/def2-TZVPD" fmax_ev_per_a=1.00 total_energy_ha=-4531.27783 gap_ev=6.81 e_lumo_ev=-0.258 total_charge=0
Cs -0.515 -0.021 -0.074 0.816
N -0.906 -2.411 1.875 -0.058
C -1.303 -3.765 1.527 -0.256
C -0.906 -4.094 0.088 -0.199
N -1.444 -3.175 -0.905 -0.182
C -2.907 -3.141 -0.898 -0.193
C -3.482 -1.954 -0.125 -0.295
N -3.289 -0.697 -0.849 -0.105
C -0.898 -3.449 -2.229 -0.206
C 0.560 -3.045 -2.417 -0.265
N 0.728 -1.611 -2.233 -0.084
H 0.076 -2.355 2.114 0.045
H -1.444 -2.019 2.640 0.019
H -2.385 -3.851 1.637 0.106
H -0.860 -4.537 2.170 0.109
H -1.217 -5.133 -0.126 0.123
H 0.185 -4.055 0.030 0.109
H -3.318 -4.072 -0.481 0.118
H -3.270 -3.074 -1.927 0.112
H -2.971 -1.852 0.830 0.037
H -4.541 -2.159 0.079 0.114
H -3.386 0.068 -0.183 -0.033
H -4.012 -0.578 -1.548 0.066
H -1.482 -2.873 -2.950 0.116
H -1.000 -4.517 -2.496 0.122
H 0.858 -3.406 -3.412 0.108
H 1.204 -3.554 -1.695 0.100
H 0.199 -1.083 -2.921 0.048
H 1.699 -1.345 -2.324 0.032
C 3.503 0.607 -3.796 -0.057
C 4.220 -0.578 -3.815 -0.061
C 4.497 -1.215 -2.616 -0.025
C 4.044 -0.648 -1.426 -0.236
N 3.349 0.494 -1.410 0.136
C 3.094 1.097 -2.564 -0.135
C 4.309 -1.285 -0.104 -0.212
C 5.483 -1.996 0.136 -0.017
C 5.693 -2.520 1.400 -0.055
C 4.738 -2.320 2.380 -0.012
C 3.583 -1.610 2.051 -0.205
N 3.380 -1.118 0.832 0.189
C 2.520 -1.328 3.058 -0.245
C 2.253 -2.177 4.126 -0.029
C 1.219 -1.849 4.994 -0.065
C 0.485 -0.699 4.761 -0.059
C 0.817 0.084 3.661 -0.173
N 1.811 -0.223 2.835 0.117
H 3.260 1.130 -4.711 0.092
H 4.550 -1.007 -4.752 0.109
H 5.033 -2.155 -2.609 0.110
H 2.511 2.010 -2.493 0.082
H 6.235 -2.102 -0.635 0.108
H 6.605 -3.058 1.624 0.109
H 4.894 -2.689 3.385 0.108
H 2.818 -3.090 4.264 0.105
H 0.979 -2.498 5.826 0.107
H -0.345 -0.418 5.395 0.109
H 0.232 0.963 3.415 0.044
N 0.826 2.833 0.935 -0.026
C 1.007 3.778 -0.160 -0.290
C -0.165 4.755 -0.252 -0.197
C -1.429 4.182 -0.891 -0.294
N -1.857 2.957 -0.230 -0.048
H 0.755 3.321 1.820 0.075
H 1.604 2.189 1.004 0.046
H 1.059 3.198 -1.091 0.078
H 1.939 4.356 -0.081 0.105
H 0.140 5.633 -0.828 0.104
H -0.405 5.105 0.759 0.112
H -1.220 3.948 -1.941 0.085
H -2.191 4.976 -0.892 0.103
H -2.788 2.690 -0.528 0.061
H -1.894 3.067 0.778 0.009
Br -2.425 0.680 2.396 -0.320
N 0.482 3.396 -4.136 0.170
C -0.201 2.223 -4.174 -0.690
O -0.173 1.411 -3.270 0.006
C -1.015 1.994 -5.427 -0.526
I 0.290 1.252 -6.975 0.772
H 1.022 3.614 -3.316 0.092
H 0.481 4.045 -4.902 0.104
H -1.469 2.900 -5.815 0.047
H -1.757 1.224 -5.259 0.052



84
Properties=species:S:1:pos:R:3:lowdin_charge:R:1 method="wB97M-V/def2-TZVPD" fmax_ev_per_a=5.93 total_energy_ha=-3437.75532 gap_ev=7.32 e_lumo_ev=1.994 total_charge=-1
C 5.760 -0.197 1.768 -0.141
C 4.942 -1.021 0.668 -0.654
Cl 3.487 -0.166 -0.002 0.646
C 5.358 -2.295 0.306 -0.680
Cl 6.824 -3.079 1.025 0.602
S 4.378 -3.290 -0.945 0.555
O 4.929 -4.688 -1.083 -0.396
O 4.603 -2.616 -2.287 -0.417
N 2.710 -3.222 -0.658 -0.330
S 2.286 -4.031 0.778 0.603
O 1.796 -5.412 0.374 -0.420
O 3.418 -4.234 1.758 -0.423
C 0.880 -3.271 1.694 -0.178
C 0.573 -1.732 1.071 -0.268
C -1.015 -1.495 0.629 -0.030
O 0.209 -1.690 -0.372 -0.260
H 6.872 -0.329 1.648 0.061
H 5.454 -0.643 2.772 0.071
H 5.404 0.873 1.764 0.060
H -0.092 -3.830 1.637 0.089
H 1.222 -3.000 2.733 0.076
H 1.152 -0.812 1.562 0.049
H -1.491 -2.408 0.144 0.100
H -1.264 -0.462 0.221 0.075
C 2.061 3.756 -3.574 -0.114
C 2.503 2.357 -3.989 -0.260
C 1.402 1.309 -3.817 -0.167
C 0.992 1.229 -2.381 -0.213
N 0.679 1.165 -1.261 0.167
H 1.803 3.798 -2.513 0.069
H 2.868 4.474 -3.740 0.068
H 1.192 4.081 -4.153 0.069
H 3.380 2.071 -3.399 0.113
H 2.814 2.378 -5.037 0.108
H 1.761 0.329 -4.139 0.125
H 0.529 1.567 -4.424 0.093
C -4.024 2.610 -2.209 -0.112
C -3.842 1.367 -3.073 -0.262
C -2.440 1.263 -3.677 -0.178
C -2.175 2.447 -4.552 -0.225
N -1.967 3.371 -5.234 0.133
H -3.906 3.528 -2.791 0.063
H -5.027 2.627 -1.778 0.064
H -3.298 2.628 -1.392 0.079
H -4.590 1.378 -3.872 0.099
H -4.035 0.480 -2.465 0.112
H -2.355 0.352 -4.275 0.121
H -1.683 1.223 -2.889 0.094
C 2.396 -0.499 6.528 -0.112
C 3.719 -0.059 5.909 -0.265
C 3.533 0.802 4.658 -0.170
C 2.797 0.027 3.613 -0.128
N 2.222 -0.577 2.800 0.173
H 1.820 -1.127 5.844 0.059
H 2.576 -1.085 7.433 0.070
H 1.783 0.365 6.799 0.077
H 4.309 -0.947 5.664 0.114
H 4.287 0.510 6.651 0.106
H 4.505 1.102 4.259 0.102
H 2.969 1.707 4.893 0.120
C -6.145 6.074 -5.808 -0.113
C -5.706 4.676 -6.231 -0.268
C -6.807 3.627 -6.054 -0.186
C -7.206 3.542 -4.615 -0.215
N -7.524 3.477 -3.486 0.137
H -6.394 6.113 -4.745 0.070
H -5.339 6.792 -5.978 0.073
H -7.018 6.401 -6.379 0.074
H -4.825 4.389 -5.650 0.094
H -5.403 4.701 -7.281 0.110
H -6.450 2.649 -6.382 0.112
H -7.685 3.886 -6.652 0.114
C -0.868 -5.469 4.535 -0.101
C -0.457 -5.153 5.969 -0.268
C -1.355 -4.106 6.633 -0.190
C -1.292 -2.819 5.872 -0.218
N -1.244 -1.816 5.279 0.143
H -0.788 -4.592 3.890 0.054
H -0.218 -6.239 4.116 0.083
H -1.898 -5.834 4.494 0.077
H 0.581 -4.804 5.972 0.112
H -0.488 -6.073 6.559 0.105
H -1.027 -3.926 7.659 0.109
H -2.391 -4.452 6.663 0.114